Arrangement P

A 2-piece molecular cluster, C11H19N4 overall, computed with ωB97M-V/def2-TZVPD.

```
34
C11H19N4 | OMol25 | ωB97M-V/def2-TZVPD
C 2.662 -1.500 0.423
C 1.304 -1.573 0.214
C 2.882 -0.776 1.625
C -1.604 -0.766 2.331
C -0.441 -0.871 1.753
C -1.969 -0.546 -1.846
C -0.977 0.440 -1.356
C 4.237 -0.600 2.258
C -2.517 0.388 2.268
C -0.069 0.952 -2.483
C 0.046 1.933 0.241
N 1.816 -0.371 2.208
N 0.775 -0.867 1.326
N -0.876 0.815 -0.172
N -1.241 -1.836 -2.230
H 3.359 -1.977 -0.281
H 0.614 -1.800 -0.635
H -1.878 -1.622 2.902
H -2.772 -0.683 -1.152
H -2.391 -0.123 -2.711
H 4.677 0.254 1.769
H 4.032 -0.254 3.310
H 4.778 -1.553 2.148
H -3.430 0.095 2.522
H -1.990 0.954 2.949
H -2.542 0.840 1.219
H -0.519 1.099 -3.374
H 0.715 0.108 -2.445
H 0.397 1.824 -2.197
H -0.262 2.036 1.228
H 1.016 1.647 0.157
H -0.129 2.874 -0.416
H -1.910 -2.608 -2.193
H -1.047 -1.763 -3.278
```

total charge = +1
frontier orbital gap = 8.19 eV


Arrangement Q

An isolated ion of composition C11H19N4 and charge +1, computed with ωB97M-V/def2-TZVPD.

```
34
C11H19N4 | OMol25 | ωB97M-V/def2-TZVPD
C -1.370 -1.385 2.625
C 0.021 -1.510 2.653
C -1.976 -0.510 1.730
C -1.078 0.218 0.885
C -0.038 1.664 -0.558
C 1.022 0.707 0.011
C 2.797 -1.037 -0.349
C 2.317 0.615 -2.139
C 0.653 -1.195 -1.630
C -2.547 1.754 -0.451
C 1.687 -0.239 -1.033
N 0.807 -0.847 1.848
N 0.239 -0.035 0.997
N -1.301 1.161 -0.037
N -3.316 -0.374 1.674
H -1.977 -1.962 3.302
H 0.517 -2.168 3.347
H 0.117 2.696 -0.225
H -0.057 1.655 -1.649
H 1.821 1.239 0.535
H 3.243 -1.727 -1.060
H 2.417 -1.611 0.491
H 3.577 -0.374 0.014
H 2.964 -0.010 -2.747
H 1.575 1.053 -2.801
H 2.921 1.413 -1.716
H 1.116 -1.782 -2.418
H -0.189 -0.663 -2.067
H 0.279 -1.889 -0.879
H -3.042 2.269 0.376
H -2.331 2.494 -1.219
H -3.214 1.008 -0.887
H -3.882 -0.907 2.311
H -3.772 0.278 1.065
```

total charge = +1
frontier orbital gap = 8.47 eV
SMILES string = C[N+]1=C2C(N)=CC=NN2[C@@H](C(C)(C)C)C1


arrangement Q is preferred energetically. Next in line: 516.3 kJ/mol higher.


Arrangement P

A 2-piece molecular cluster, C2H5BrSi overall, computed with ωB97M-V/def2-TZVPD.

```
9
C2H5BrSi | OMol25 | ωB97M-V/def2-TZVPD
C -0.529 -0.258 0.759
C -0.439 -0.662 -0.729
Si 0.840 0.599 -0.146
Br 2.909 -0.194 0.036
H -1.681 -0.061 1.013
H -0.071 -0.909 1.573
H -0.260 -1.546 -1.171
H -1.321 -0.128 -1.132
H 0.553 3.158 -0.203
```

total charge = 0
frontier orbital gap (alpha / beta) = 7.84 / 7.82 eV


Arrangement Q

A 2-piece molecular cluster, C2H5BrSi overall, computed with ωB97M-V/def2-TZVPD.

```
9
C2H5BrSi | OMol25 | ωB97M-V/def2-TZVPD
C -0.046 0.688 -0.819
C -0.314 0.434 0.784
Si 1.260 -0.408 -0.043
Br 3.481 0.256 -0.056
H -0.863 0.532 -1.463
H 0.121 1.733 -1.015
H -0.086 1.297 1.316
H -1.159 -0.034 1.020
H 1.407 -2.789 1.808
```

total charge = 0
frontier orbital gap (alpha / beta) = 7.71 / 7.83 eV


Arrangement R

One molecule with the formula C2H5BrSi, computed with ωB97M-V/def2-TZVPD.

```
9
C2H5BrSi | OMol25 | ωB97M-V/def2-TZVPD
C -1.524 0.197 -0.267
C -0.311 0.068 -0.718
Si 1.170 -0.601 0.600
Br 2.570 1.030 0.166
H -2.153 0.765 -0.889
H -1.890 0.088 0.788
H -0.124 0.335 -1.709
H 1.746 -1.792 0.290
H 0.516 -0.091 1.739
```

total charge = 0
frontier orbital gap = 10.62 eV
SMILES string = C=C[SiH2]Br


arrangement R is preferred energetically. Next in line: 303.9 kJ/mol higher.


Arrangement P

C12H30MgO6 as an isolated structure, computed with ωB97M-V/def2-TZVPD.

```
49
C12H30MgO6 | OMol25 | ωB97M-V/def2-TZVPD
Mg 0.205 -0.102 0.009
C 1.564 2.038 -2.804
O 1.741 1.946 -1.337
C 2.312 3.164 -0.831
C 2.670 2.908 0.653
O 1.540 2.244 1.258
C 1.404 2.678 2.633
H 2.552 1.962 -3.258
H 1.121 2.952 -3.199
H 1.059 1.173 -3.234
H 1.651 4.022 -0.948
H 3.249 3.363 -1.350
H 2.833 3.855 1.168
H 3.647 2.425 0.619
H 0.510 2.255 3.091
H 1.114 3.722 2.750
H 2.303 2.332 3.143
C -2.022 -1.992 2.589
O -0.699 -1.970 2.126
C -0.009 -3.185 2.367
C 1.512 -3.011 2.197
O 1.836 -2.242 1.028
C 3.238 -2.299 0.636
H -2.629 -2.787 2.156
H -2.527 -1.037 2.447
H -2.045 -2.174 3.663
H -0.355 -3.922 1.641
H -0.251 -3.507 3.380
H 2.024 -3.968 2.092
H 1.957 -2.475 3.035
H 3.561 -1.318 0.288
H 3.278 -3.001 -0.196
H 3.778 -2.604 1.533
C -2.740 2.421 -0.626
O -2.437 1.047 -0.922
C -3.254 0.643 -2.015
C -3.173 -0.887 -2.188
O -1.860 -1.208 -1.947
C -1.514 -2.509 -2.468
H -2.323 2.937 -1.491
H -2.074 2.616 0.215
H -3.781 2.574 -0.344
H -2.947 1.065 -2.972
H -4.280 1.005 -1.946
H -3.534 -1.154 -3.181
H -3.888 -1.291 -1.472
H -2.111 -3.359 -2.137
H -0.482 -2.825 -2.311
H -1.724 -2.520 -3.537
```

total charge = +2
frontier orbital gap = 6.82 eV


Arrangement Q

C12H30MgO6 as an isolated structure, computed with ωB97M-V/def2-TZVPD.

```
49
C12H30MgO6 | OMol25 | ωB97M-V/def2-TZVPD
Mg 0.019 0.065 0.069
C -3.124 0.280 -0.433
O -1.755 0.718 -0.515
C -1.702 2.022 -1.122
C -0.315 2.346 -1.595
O 0.605 1.863 -0.603
C 1.942 2.312 -0.772
H -3.747 1.068 -0.012
H -3.143 -0.637 0.145
H -3.504 0.053 -1.435
H -2.009 2.763 -0.381
H -2.384 2.058 -1.974
H -0.237 3.431 -1.685
H -0.073 1.907 -2.567
H 1.959 3.395 -0.898
H 2.403 1.845 -1.648
H 2.502 2.041 0.118
C 2.693 -0.553 1.622
O 1.885 -0.577 0.432
C 2.338 -1.581 -0.500
C 1.685 -1.354 -1.868
O 0.408 -0.716 -1.705
C -0.364 -0.878 -2.901
H 3.696 -0.196 1.386
H 2.772 -1.558 2.044
H 2.220 0.105 2.341
H 2.050 -2.557 -0.104
H 3.423 -1.548 -0.596
H 1.520 -2.340 -2.306
H 2.300 -0.764 -2.548
H -0.448 -1.931 -3.169
H 0.083 -0.318 -3.726
H -1.360 -0.478 -2.724
C -0.142 2.014 2.495
O -0.228 0.691 1.908
C -1.140 -0.132 2.625
C -0.952 -1.570 2.178
O -0.771 -1.591 0.745
C -0.914 -2.911 0.230
H -1.138 2.395 2.708
H 0.375 2.657 1.789
H 0.462 1.975 3.403
H -2.165 0.212 2.443
H -0.982 -0.069 3.705
H -1.818 -2.171 2.465
H -0.079 -2.037 2.646
H -0.223 -3.591 0.737
H -0.688 -2.889 -0.831
H -1.933 -3.268 0.388
```

total charge = +2
frontier orbital gap = 12.55 eV


arrangement Q is preferred energetically. Next in line: 641.6 kJ/mol higher.


Arrangement P

A 2-piece molecular cluster, ClFOS overall, computed with ωB97M-V/def2-TZVPD.

```
4
ClFOS | OMol25 | ωB97M-V/def2-TZVPD
O -0.761 1.193 1.858
F 1.511 -1.969 -1.946
S -1.071 1.030 0.507
Cl 0.320 -0.254 -0.419
```

total charge = 0
frontier orbital gap (alpha / beta) = 3.82 / 4.13 eV


Arrangement Q

ClFOS as an isolated structure, computed with ωB97M-V/def2-TZVPD.

```
4
ClFOS | OMol25 | ωB97M-V/def2-TZVPD
O -1.656 1.031 0.323
F 1.586 0.384 0.465
S 0.021 -0.312 0.535
Cl 0.048 -1.104 -1.322
```

total charge = 0
frontier orbital gap (alpha / beta) = 8.76 / 8.82 eV


arrangement Q is preferred energetically. Next in line: 15.3 kJ/mol higher.


Arrangement P

An isolated ion of composition C3H9NO and charge +1, computed with ωB97M-V/def2-TZVPD.

```
14
C3H9NO | OMol25 | ωB97M-V/def2-TZVPD
C 0.071 0.481 0.959
C -0.281 -0.535 -0.233
C -1.116 0.176 -1.292
O 0.906 -0.994 -0.831
N 1.255 0.109 1.608
H -0.818 0.607 1.575
H 0.126 1.467 0.477
H -0.842 -1.347 0.218
H -2.118 0.394 -0.915
H -1.198 -0.472 -2.161
H -0.690 1.132 -1.598
H 1.488 -0.319 -1.199
H 2.045 -0.149 1.023
H 1.170 -0.550 2.369
```

2S+1 = 2
total charge = +1
frontier orbital gap (alpha / beta) = 12.38 / 7.06 eV


Arrangement Q

A 2-piece molecular cluster, C3H9NO overall, computed with ωB97M-V/def2-TZVPD.

```
14
C3H9NO | OMol25 | ωB97M-V/def2-TZVPD
C 0.629 1.885 0.752
O 1.577 1.168 -0.052
H 1.138 2.608 1.494
H -0.116 2.341 0.137
H 0.030 1.257 1.382
C -0.895 -1.567 -0.580
C -1.236 -0.837 0.491
N -0.183 -1.092 -1.698
H -1.198 -2.714 -0.733
H -0.928 -1.226 1.506
H -1.743 0.097 0.552
H 0.028 -1.926 -2.323
H 2.192 0.663 0.471
H 0.704 -0.657 -1.399
```

2S+1 = 2
total charge = +1
frontier orbital gap (alpha / beta) = 8.89 / 6.99 eV


arrangement P is preferred energetically. Next in line: 129.5 kJ/mol higher.


Arrangement P

A 2-piece molecular cluster, H3NO2S overall, computed with ωB97M-V/def2-TZVPD.

```
7
H3NO2S | OMol25 | ωB97M-V/def2-TZVPD
N 0.422 0.963 0.374
O -1.769 -0.115 -0.779
O 0.612 -0.691 -1.410
S -0.426 -0.324 -0.426
H 0.132 1.485 1.179
H 1.397 0.747 0.465
H -0.368 -2.066 0.596
```

total charge = 0
frontier orbital gap (alpha / beta) = 9.26 / 9.26 eV


Arrangement Q

A 2-piece molecular cluster, H3NO2S overall, computed with ωB97M-V/def2-TZVPD.

```
7
H3NO2S | OMol25 | ωB97M-V/def2-TZVPD
N 0.205 -1.531 0.758
O -0.188 1.943 -0.438
O -0.143 -0.486 -0.735
S 0.685 0.651 -1.163
H -0.522 -2.263 0.481
H -0.404 -0.986 1.514
H 0.366 2.672 -0.416
```

total charge = 0
frontier orbital gap (alpha / beta) = 8.02 / 8.82 eV


arrangement P is preferred energetically. Next in line: 60.7 kJ/mol higher.


Arrangement P

A 2-piece molecular cluster, H3NO2S overall, computed with ωB97M-V/def2-TZVPD.

```
7
H3NO2S | OMol25 | ωB97M-V/def2-TZVPD
N 1.807 -0.441 -0.217
O -2.681 0.712 -0.074
O 0.879 0.426 -0.090
S -1.591 -0.470 0.139
H 2.186 -0.610 -1.140
H 2.311 -0.738 0.612
H -2.912 1.120 0.771
```

total charge = 0
frontier orbital gap = 5.98 eV


Arrangement Q

H3NO2S as an isolated structure, computed with ωB97M-V/def2-TZVPD.

```
7
H3NO2S | OMol25 | ωB97M-V/def2-TZVPD
N 0.996 -0.022 -0.115
O -1.466 -1.009 0.670
O -1.903 1.211 0.011
S -1.311 -0.067 -0.385
H 1.752 -0.288 -0.832
H 1.058 0.966 0.126
H 0.873 -0.791 0.525
```

total charge = 0
frontier orbital gap = 10.44 eV


arrangement Q is preferred energetically. Next in line: 427.5 kJ/mol higher.


Arrangement P

One molecule with the formula H3NO2S, computed with ωB97M-V/def2-TZVPD.

```
7
H3NO2S | OMol25 | ωB97M-V/def2-TZVPD
N -0.035 0.811 -1.276
O -0.225 -0.479 1.598
O 0.976 0.178 -0.562
S 0.527 -1.150 0.326
H -0.838 0.980 -0.628
H -0.497 0.224 -2.062
H 0.093 -0.564 2.604
```

total charge = 0
frontier orbital gap = 9.26 eV
SMILES string = NOSO


Arrangement Q

A 2-piece molecular cluster, H3NO2S overall, computed with ωB97M-V/def2-TZVPD.

```
7
H3NO2S | OMol25 | ωB97M-V/def2-TZVPD
N -0.112 -1.121 -0.279
O 0.711 -1.904 0.229
O -0.588 2.500 0.015
S 0.396 1.401 -0.114
H -0.026 -0.836 -1.221
H -0.986 -1.201 0.197
H 0.604 1.161 1.173
```

total charge = 0
frontier orbital gap (alpha / beta) = 9.05 / 8.24 eV


arrangement P is preferred energetically. Next in line: 119.4 kJ/mol higher.